[1]
Below is an isolated ion of composition C4H7N2O4PS and charge -2, with properties calculated with ωB97M-V with the def2-TZVPD basis set.

Each line ends with the Löwdin charge.
Element x y z (Å)
C: 1.47169 1.74356 -0.13508  -0.689
C: 1.04168 -2.26102 0.01362  -0.674
C: 1.47332 0.13189 -0.55317  -0.092
C: 0.56716 -0.73421 0.31817  -0.348
N: -1.59463 1.73989 0.93006  -0.297
N: -0.81012 -0.60732 0.00970  -0.347
O: 1.15963 2.06315 1.05733  -0.134
O: 0.35674 -3.01328 -0.74415  -0.105
O: 1.63532 2.50821 -1.10190  -0.085
O: 2.01788 -2.58501 0.71116  -0.084
P: -3.54801 0.00798 -0.21885  0.256
S: -1.59007 0.76381 -0.42070  0.491
H: 1.20213 -0.01976 -1.59791  0.096
H: 2.55879 -0.22752 -0.41627  0.126
H: 0.83860 -0.41909 1.26637  0.099
H: -1.93274 1.26654 1.73328  -0.008
H: -1.15114 -1.34305 -0.66863  0.069
H: -3.19199 -0.83409 -1.27990  -0.302
H: -0.50421 1.81935 1.09690  0.026

Forces on atoms 1 to 2 (eV/Å):
-1.035 -1.225 -1.317
-1.225 -0.411 1.298

Output
- net charge = -2
- HOMO (eV) = -0.932
- relative energy (zero: lowest compared OMol25 entry of this formula, charge and spin) (kJ/mol) = 112.1
- LUMO (Eh) = 0.2242

***

[2]
Below is C45H37GeN6O2STi as an isolated structure, with properties calculated with ωB97M-V with the def2-TZVPD basis set.

Each line ends with the Löwdin charge.
Element x y z (Å)
Ti: -0.18553 -0.77013 -0.61749  0.840
S: 0.52767 -0.95153 1.73821  0.756
C: 0.19917 -2.83983 1.73891  -0.601
N: 0.39887 -3.56753 2.76991  0.112
N: 0.82597 -3.20163 3.93491  0.093
C: 0.98987 -4.13663 4.93571  -0.228
C: 1.48467 -3.74113 6.18261  -0.007
C: 1.63537 -4.68443 7.17891  -0.052
C: 1.30157 -6.01333 6.94461  -0.040
C: 0.82927 -6.40733 5.69781  -0.048
C: 0.67487 -5.47983 4.69141  -0.005
N: -0.30793 -3.33293 0.65511  0.098
N: -0.47903 -2.61193 -0.42519  -0.122
C: -1.29633 -3.23203 -1.38939  -0.257
C: -1.16233 -2.86933 -2.73239  -0.031
C: -2.01143 -3.41323 -3.67819  -0.047
C: -3.00173 -4.30783 -3.29659  -0.048
C: -3.12563 -4.68453 -1.96719  -0.045
C: -2.27103 -4.16283 -1.01319  0.001
H: 1.00507 -2.21453 4.14551  0.156
H: 1.74877 -2.70803 6.35691  0.118
H: 2.02117 -4.38213 8.13981  0.118
H: 1.41137 -6.74283 7.72921  0.117
H: 0.58157 -7.44003 5.51051  0.118
H: 0.30437 -5.76223 3.71901  0.110
H: -0.37543 -2.17563 -3.02889  0.092
H: -1.89263 -3.14533 -4.71679  0.115
H: -3.67923 -4.70173 -4.03539  0.116
H: -3.88973 -5.38933 -1.67579  0.118
H: -2.35453 -4.43823 0.02951  0.114
C: 3.61767 -2.57173 1.55291  -0.184
Ge: 2.62167 -1.03093 0.73171  0.878
C: 3.30377 0.84317 0.88121  -0.319
C: 4.53087 1.14767 0.30091  -0.104
C: 4.97457 2.45797 0.28011  -0.059
C: 4.19547 3.46327 0.83131  -0.051
C: 2.98677 3.15647 1.43361  -0.056
C: 2.53707 1.84757 1.46381  -0.137
C: 2.26827 -1.53733 -1.20839  -0.259
C: 2.78437 -2.73963 -1.66099  -0.061
C: 2.83747 -3.04913 -3.02749  -0.019
C: 2.32777 -2.18203 -3.95779  0.019
C: 1.71277 -0.97763 -3.55109  -0.167
C: 1.06727 -0.12703 -4.47849  0.025
C: 0.46567 1.03347 -4.06819  -0.010
C: 0.59257 1.46357 -2.73819  -0.002
C: 1.23267 0.67647 -1.79919  -0.126
C: 1.73587 -0.61533 -2.16719  -0.246
H: 4.58127 -2.69413 1.05981  0.037
H: 3.04627 -3.49613 1.46501  0.021
H: 3.80717 -2.36553 2.60441  0.029
H: 5.13177 0.35857 -0.13139  0.107
H: 5.92457 2.69517 -0.17209  0.115
H: 4.53047 4.48717 0.78791  0.115
H: 2.38147 3.93167 1.87521  0.115
H: 1.58797 1.62127 1.93721  0.067
H: 3.20067 -3.45143 -0.95869  0.105
H: 3.30067 -3.97203 -3.34269  0.125
H: 2.38997 -2.40063 -5.01409  0.134
H: 1.04637 -0.42473 -5.51649  0.134
H: -0.06653 1.65077 -4.77409  0.122
H: 0.23587 2.44857 -2.46359  0.116
H: 1.53027 1.12517 -0.84569  0.104
O: -1.88833 -0.40813 -1.37569  -0.027
C: -1.94993 0.74457 -0.83049  -0.525
N: -2.80423 1.72557 -1.05479  0.219
C: -2.32873 2.93517 -0.39219  -0.230
C: -1.16943 2.36267 0.44281  -0.360
O: -0.47263 2.93847 1.23081  0.115
N: -0.98783 1.04697 0.04641  0.058
C: -3.40773 3.69307 0.36661  -0.137
C: -4.71783 3.68467 -0.10059  -0.027
C: -5.68903 4.44707 0.52591  -0.060
C: -5.36253 5.23167 1.61871  -0.064
C: -4.05913 5.24737 2.08441  -0.052
C: -3.08533 4.48177 1.46401  -0.019
C: -1.73243 3.91297 -1.41739  -0.154
C: -2.11963 3.85807 -2.75219  -0.043
C: -1.66403 4.80787 -3.65159  -0.066
C: -0.80453 5.80987 -3.23629  -0.063
C: -0.39763 5.85247 -1.91329  -0.047
C: -0.85703 4.91137 -1.00719  -0.016
H: -3.59563 1.67597 -1.67419  0.162
H: -5.00163 3.10987 -0.96959  0.106
H: -6.70263 4.43177 0.15251  0.113
H: -6.11823 5.83477 2.09771  0.112
H: -3.79663 5.85967 2.93411  0.113
H: -2.07453 4.51147 1.83631  0.105
H: -2.80133 3.10097 -3.11049  0.110
H: -2.00333 4.76977 -4.67569  0.111
H: -0.46033 6.55647 -3.93489  0.113
H: 0.26807 6.63207 -1.57769  0.114
H: -0.54413 4.96927 0.02241  0.111

Forces on atoms 1 to 2 (eV/Å):
2.036 2.853 -0.233
0.158 -1.349 0.344

Output
- 2S+1 = 2
- net charge = +2
- HOMO (alpha / beta) (eV) = -13.000 / -12.989
- LUMO (alpha / beta) (Eh) = -0.2729 / -0.2709
- expectation value of S² = 0.85

***

[3]
Below is one molecule with the formula C6H6N2O2, with properties calculated with ωB97M-V with the def2-TZVPD basis set.

Each line ends with the Löwdin charge.
Element x y z (Å)
C: 0.63450 0.07820 0.46201  -0.354
C: 0.29853 1.50264 0.31337  0.012
C: -0.89745 1.68513 -0.06420  -0.129
C: -1.70662 -0.60960 -0.05466  -0.501
C: 2.38705 -0.98076 -0.42912  -0.152
C: 2.84376 0.05242 -0.81381  0.070
H: -0.22998 -1.85767 0.01241  0.187
H: 0.94528 2.33055 0.41024  0.117
H: -1.25529 2.68051 -0.06284  0.120
H: -2.90242 1.02140 -0.47985  0.206
H: 1.95948 -1.83996 0.03290  0.090
H: 3.40211 0.86882 -1.06077  0.018
N: -0.39964 -0.84731 0.23161  0.201
N: -1.85263 0.74256 -0.38646  0.109
O: 1.78558 -0.28759 0.82584  -0.049
O: -2.72457 -1.31723 -0.10705  0.054

Forces on atoms 1 to 2 (eV/Å):
0.805 1.419 2.708
3.047 -3.553 0.579

Output
- HOMO (eV) = -6.695
- relative energy (zero: lowest compared OMol25 entry of this formula, charge and spin) (kJ/mol) = 722.4
- LUMO (Eh) = 0.0113

***

[4]
Below is a 11-piece molecular cluster, C17H56N10O11 overall, with properties calculated with ωB97M-V with the def2-TZVPD basis set.

Each line ends with the Löwdin charge.
Element x y z (Å)
C: -12.06600 2.40900 -21.45700  -0.133
O: -11.25200 1.57700 -20.72500  -0.198
H: -12.03100 2.00000 -22.44500  0.079
H: -11.57300 3.36700 -21.27300  0.105
H: -13.09500 2.48400 -21.08000  0.101
H: -11.71200 0.71800 -20.63100  0.058
C: -7.82700 -1.84600 -22.92900  -0.168
O: -9.24400 -1.95200 -23.03200  -0.112
H: -7.39100 -1.66000 -21.91000  0.070
H: -7.32600 -1.05500 -23.51300  0.068
H: -7.40000 -2.76400 -23.20500  0.061
H: -9.39400 -2.56800 -23.77600  0.098
C: -9.04700 -0.52500 -19.74900  -0.164
O: -9.43500 -1.19100 -18.61100  -0.159
H: -9.78100 -0.59300 -20.48600  0.055
H: -8.14900 -0.88400 -20.15400  0.048
H: -8.81000 0.49200 -19.50300  0.081
H: -9.35800 -2.15100 -18.77600  0.042
C: -9.25100 -4.18600 -18.27700  -0.749
O: -10.34400 -4.95200 -18.33300  -0.087
N: -8.64000 -3.73400 -19.30300  0.162
N: -8.71900 -3.81100 -17.21900  0.188
H: -8.90500 -4.00800 -20.24000  0.139
H: -7.65400 -3.49300 -19.25600  0.108
H: -9.27600 -4.03700 -16.39600  0.148
H: -7.77900 -3.39100 -17.19000  0.070
C: -7.63900 4.08500 -18.13900  -0.666
O: -8.25400 4.52400 -16.96200  -0.119
N: -6.53200 4.54700 -18.52900  0.163
N: -8.17900 3.18400 -18.93500  0.138
H: -6.17300 5.34700 -17.98000  0.145
H: -6.04200 4.42600 -19.42800  0.136
H: -9.11500 2.81100 -18.63000  0.056
H: -7.79600 2.86000 -19.82200  0.092
C: -10.70400 2.10300 -16.91600  -0.665
O: -10.62400 2.94000 -15.88600  -0.069
N: -10.62500 2.52500 -18.13900  0.130
N: -10.78100 0.81600 -16.81100  0.192
H: -10.69300 3.56100 -18.19100  0.161
H: -10.79600 1.96900 -18.99900  0.095
H: -10.91400 0.35000 -15.92100  0.137
H: -10.46900 0.27300 -17.57000  0.038
C: -5.17000 1.60500 -18.63900  -0.585
O: -5.43700 1.83400 -19.99000  -0.091
N: -4.03600 1.20800 -18.09400  0.142
N: -6.06100 1.75300 -17.72400  0.150
H: -3.22300 1.05100 -18.69900  0.151
H: -3.91000 1.30400 -17.10500  0.133
H: -6.86600 2.20300 -18.08600  0.048
H: -5.94500 1.83400 -16.69200  0.185
C: -5.85600 -1.91000 -17.83700  -0.547
O: -6.14600 -3.27400 -17.70700  -0.140
N: -6.73300 -0.95600 -17.81900  0.218
N: -4.63200 -1.45100 -17.87900  0.174
H: -7.69700 -1.18000 -17.84900  0.066
H: -6.45400 0.01100 -17.80800  0.057
H: -3.95400 -2.14900 -18.04600  0.106
H: -4.42900 -0.45600 -18.10000  0.053
C: -2.57600 -1.15500 -23.07500  -0.039
C: -4.11500 -0.92800 -22.99400  -0.642
C: -4.46200 -0.59400 -21.52700  -0.046
O: -4.63700 -0.04500 -23.69900  0.038
H: -2.03200 -0.20900 -22.93200  0.082
H: -2.43600 -1.38100 -24.11900  0.060
H: -2.20500 -1.97100 -22.40000  0.096
H: -4.49500 -1.87300 -23.32900  0.125
H: -5.52700 -0.39400 -21.36300  0.055
H: -3.87800 0.19000 -21.07900  0.052
H: -4.24400 -1.48300 -20.85600  0.090
H: -4.54200 -0.38300 -24.57800  0.119
C: -12.14300 -2.46600 -20.51200  -0.013
C: -13.03500 -1.30900 -20.16900  -0.623
C: -12.71900 -0.72900 -18.80500  -0.020
O: -13.06400 -0.39400 -21.03000  0.003
H: -11.21600 -2.10000 -20.91000  0.054
H: -12.58200 -3.07100 -21.30100  0.089
H: -11.84100 -3.04700 -19.65300  0.075
H: -14.05500 -1.67000 -20.17600  0.141
H: -11.61900 -0.47800 -18.79600  0.053
H: -12.97300 -1.42300 -18.00800  0.097
H: -13.20800 0.23500 -18.56400  0.100
H: -13.47100 -0.61100 -21.86500  0.144
C: -9.19800 1.25600 -23.58400  -0.022
C: -8.38800 1.76100 -22.41600  -0.629
C: -7.01600 2.19900 -22.85500  -0.012
O: -8.93500 2.57700 -21.63500  0.038
H: -9.26200 1.96200 -24.45500  0.100
H: -10.19000 0.94100 -23.26700  0.069
H: -8.66600 0.41800 -24.07200  0.070
H: -8.16800 0.84800 -21.88700  0.106
H: -7.17700 2.72500 -23.74500  0.065
H: -6.39900 1.49600 -23.24300  0.021
H: -6.45800 2.77400 -22.09500  0.088
H: -9.83800 2.38700 -21.58800  0.024

Forces on atoms 1 to 2 (eV/Å):
-0.546 1.101 0.490
0.565 -2.074 1.847

Output
- SMILES = NC(N)=O.NC(N)=O.NC(N)=O.NC(N)=O.NC(N)=O.CC(C)O.CC(C)O.CC(C)O.CO.CO.CO
- HOMO (eV) = -8.452
- relative energy (zero: lowest compared OMol25 entry of this formula, charge and spin) (kJ/mol) = 931.9
- LUMO (Eh) = -0.0009

***

[5]
Below is one molecule with the formula C5H9NO2, with properties calculated with ωB97M-V with the def2-TZVPD basis set.

Each line ends with the Löwdin charge.
Element x y z (Å)
C: -0.46153 0.64623 -1.00873  -0.190
C: 1.70019 -0.35207 0.13787  -0.039
C: 0.20748 -0.43280 -0.04213  -0.356
N: -0.13556 1.65771 1.42191  0.047
C: -0.36839 -1.73105 -0.45098  -0.133
C: -0.67193 0.60917 0.57008  -0.232
O: -1.60280 0.38866 -1.76450  -0.072
O: -1.59267 -1.91500 -0.66075  -0.002
H: -1.99374 -0.59032 -1.47471  0.135
H: 0.24702 1.38246 -1.37858  0.149
H: -0.87451 2.21351 1.84781  0.080
H: 0.61099 1.36401 2.04468  0.070
H: 0.35246 -2.53802 -0.64515  0.136
H: -1.68084 0.30077 0.83563  0.145
H: 2.22413 -0.92015 -0.63544  0.086
H: 2.06855 0.67851 0.08667  0.088
H: 1.97116 -0.76161 1.11632  0.088

Forces on atoms 1 to 2 (eV/Å):
-1.657 0.017 2.527
0.178 -0.092 0.148

Output
- SMILES = C[C@@]1(C=O)[C@@H](N)[C@@H]1O
- HOMO (eV) = -8.302
- relative energy (zero: lowest compared OMol25 entry of this formula, charge and spin) (kJ/mol) = 243.2
- LUMO (Eh) = 0.0214

***

[6]
Below is C21H14F10N3RuS5 as an isolated structure, with properties calculated with ωB97M-V with the def2-TZVPD basis set.

Each line ends with the Löwdin charge.
Element x y z (Å)
Ru: -0.64879 0.02472 0.73914  1.211
C: -0.97756 -2.90082 0.11331  -0.058
N: -1.57814 -1.80874 0.91970  -0.320
C: -2.98845 -1.59410 0.50447  -0.145
C: -3.00324 -0.72613 -0.73738  -0.199
N: -2.11007 0.40860 -0.47343  -0.154
C: -2.46402 1.68091 -0.91815  -0.165
C: -1.88878 2.77700 -0.26834  -0.131
F: -1.14872 2.51140 0.82941  0.044
C: -2.05861 4.07928 -0.66677  -0.133
F: -1.45928 5.06620 -0.02048  0.158
C: -2.86725 4.33906 -1.76590  -0.120
F: -3.02846 5.57421 -2.19063  0.174
C: -3.50301 3.28851 -2.40811  -0.127
F: -4.27935 3.53118 -3.45035  0.162
C: -3.30480 1.98513 -1.99208  -0.140
F: -3.88744 1.01402 -2.69070  0.121
C: -1.43937 -2.07636 2.37067  -0.157
C: 0.00500 -1.88928 2.77244  -0.182
N: 0.46226 -0.61727 2.20574  -0.145
C: 1.74257 -0.16727 2.48093  -0.190
C: 2.12184 1.07169 1.94374  -0.187
F: 1.22891 1.71430 1.17917  0.031
C: 3.35304 1.64637 2.14293  -0.136
F: 3.64701 2.81271 1.59320  0.160
C: 4.29127 0.97481 2.91392  -0.121
F: 5.47991 1.49792 3.11695  0.176
C: 3.96975 -0.26332 3.45189  -0.130
F: 4.87262 -0.92691 4.15475  0.160
C: 2.72470 -0.81962 3.24220  -0.124
F: 2.49506 -2.02079 3.76953  0.123
H: -1.50669 -3.83611 0.31445  0.113
H: 0.07189 -3.02095 0.35405  0.063
H: -1.05319 -2.66245 -0.94460  0.079
H: -3.51100 -1.07124 1.30583  0.130
H: -3.48824 -2.54854 0.32525  0.143
H: -4.02324 -0.40617 -0.93510  0.133
H: -2.65316 -1.27826 -1.61275  0.087
H: -1.78796 -3.08194 2.61984  0.146
H: -2.05639 -1.35118 2.90359  0.127
H: 0.62853 -2.70711 2.40550  0.129
H: 0.08489 -1.89551 3.85969  0.142
C: 4.35419 -0.12622 -1.76269  -0.381
S: 3.73210 -1.35952 -2.93602  0.855
C: 2.03996 -0.94433 -3.16683  -0.990
C: 1.08247 -0.64952 -2.27900  -1.017
S: 1.25921 -0.66302 -0.54313  0.756
S: -0.51503 -0.35751 -2.93809  0.904
C: -0.15905 -0.73028 -4.60015  -1.484
S: -1.27515 -0.71581 -5.78064  0.613
S: 1.51893 -1.07934 -4.84034  0.936
H: 5.30550 -0.52150 -1.41162  0.042
H: 3.67559 -0.00042 -0.92488  -0.031
H: 4.51720 0.81950 -2.27414  0.048

Forces on atoms 1 to 2 (eV/Å):
0.322 -2.117 -0.853
-0.076 -0.195 0.014

Output
- net charge = +1
- HOMO (alpha / beta) (eV) = -10.227 / -10.228
- relative energy (zero: lowest compared OMol25 entry of this formula, charge and spin) (kJ/mol) = 197.2
- LUMO (alpha / beta) (Eh) = -0.2126 / -0.2111